(1)
Below is one molecule with the formula C3H5NO2, with properties calculated with ωB97M-V/def2-TZVPD.

For the orbital gap, the calculation gives 10.88 eV. The calculation puts the relative energy (zero: lowest compared OMol25 entry of this formula, charge and spin) at 1.7 kJ/mol. As for the molecular weight: 87.08 g mol⁻¹. The value obtained for the LUMO energy is 0.68 eV.

```
! wB97M-V def2-TZVPD RIJCOSX def2/J DEFGRID3
* xyz 0 1
C -1.713 0.030 -0.080
C -0.327 0.402 0.386
O -0.091 1.326 1.132
N 0.691 -0.399 -0.132
C 2.034 -0.076 -0.031
O 2.907 -0.755 -0.515
H -1.731 -0.090 -1.168
H -2.402 0.822 0.214
H -2.035 -0.913 0.373
H 0.472 -1.216 -0.687
H 2.195 0.869 0.508
*
```

From a natural (NBO) analysis of the wavefunction, the atomic charges in e read: atom 1 (C): -0.720, atom 2 (C): 0.694, atom 3 (O): -0.568, atom 4 (N): -0.669, atom 5 (C): 0.541, atom 6 (O): -0.557, atom 7 (H): 0.230, atom 8 (H): 0.249, atom 9 (H): 0.240, atom 10 (H): 0.411, atom 11 (H): 0.150



(2)
Below is one molecule with the formula C3H5NO2 at a distorted geometry, with properties calculated with ωB97M-V/def2-TZVPD.

For the orbital gap, the calculation gives 9.45 eV. The calculation puts the relative energy (zero: lowest compared OMol25 entry of this formula, charge and spin) at 522.3 kJ/mol. As for the molecular weight: 87.08 g mol⁻¹. The value obtained for the LUMO energy is 0.11 eV.

```
! wB97M-V def2-TZVPD RIJCOSX def2/J DEFGRID3
* xyz 0 1
C -2.378 -0.007 -0.048
C -1.228 -0.749 0.064
C -0.091 0.031 -0.124
O -0.064 1.251 0.075
N 1.113 -0.553 -0.179
O 2.311 -0.059 0.050
H -3.432 -0.300 0.120
H -2.267 1.156 0.016
H -0.980 -1.682 0.029
H 1.015 -1.301 0.777
H 2.076 0.819 -0.046
*
```

From a natural (NBO) analysis of the wavefunction, the atomic charges in e read: atom 1 (C): -0.260, atom 2 (C): -0.327, atom 3 (C): 0.556, atom 4 (O): -0.652, atom 5 (N): -0.281, atom 6 (O): -0.505, atom 7 (H): 0.206, atom 8 (H): 0.243, atom 9 (H): 0.208, atom 10 (H): 0.342, atom 11 (H): 0.471



(3)
Below is one molecule with the formula C3H5NO2, with properties calculated with ωB97M-V/def2-TZVPD.

For the orbital gap, the calculation gives 11.21 eV. The calculation puts the relative energy (zero: lowest compared OMol25 entry of this formula, charge and spin) at 185.2 kJ/mol. As for the molecular weight: 87.08 g mol⁻¹. The value obtained for the LUMO energy is 0.89 eV.

```
! wB97M-V def2-TZVPD RIJCOSX def2/J DEFGRID3
* xyz 0 1
H 1.012 -2.616 0.202
N 0.424 -1.918 0.659
C 0.631 -0.774 0.163
O 1.504 -0.487 -0.825
C -0.180 0.402 0.626
C -1.195 0.924 -0.288
O 0.049 1.599 -0.114
H 1.440 0.473 -0.986
H -0.292 0.524 1.701
H -2.063 1.444 0.109
H -1.331 0.429 -1.249
*
```

From a natural (NBO) analysis of the wavefunction, the atomic charges in e read: atom 1 (H): 0.350, atom 2 (N): -0.688, atom 3 (C): 0.527, atom 4 (O): -0.677, atom 5 (C): -0.027, atom 6 (C): -0.091, atom 7 (O): -0.502, atom 8 (H): 0.501, atom 9 (H): 0.220, atom 10 (H): 0.196, atom 11 (H): 0.192



(4)
Below is a 2-piece molecular cluster, C3H5NO2 overall at a distorted geometry, with properties calculated with ωB97M-V/def2-TZVPD.

For the orbital gap (alpha / beta), the calculation gives 8.92 / 6.69 eV. The calculation puts the relative energy (zero: lowest compared OMol25 entry of this formula, charge and spin) at 656.5 kJ/mol. As for the molecular weight: 87.08 g mol⁻¹. The value obtained for the LUMO energy (alpha / beta) is -0.20 / -1.18 eV.

```
! wB97M-V def2-TZVPD RIJCOSX def2/J DEFGRID3
* xyz 0 1
C 1.544 0.411 -0.034
C 0.329 0.091 0.230
C -1.048 -0.236 0.297
N 0.815 -1.533 2.226
O 1.919 -1.753 2.653
O -0.286 -1.792 2.667
H 2.382 0.110 0.585
H 1.822 1.016 -0.895
H -1.314 -0.942 -0.492
H -1.685 0.648 0.249
H -1.247 -0.748 1.266
*
```

From a natural (NBO) analysis of the wavefunction, the atomic charges in e read: atom 1 (C): -0.506, atom 2 (C): 0.271, atom 3 (C): -0.769, atom 4 (N): 0.441, atom 5 (O): -0.362, atom 6 (O): -0.387, atom 7 (H): 0.262, atom 8 (H): 0.232, atom 9 (H): 0.254, atom 10 (H): 0.251, atom 11 (H): 0.312